Molecular formula: C25H39ClN3O16P2S
Method: DFT, ωB97M-V/def2-TZVPD

* energy: -105704.836 eV
* 2S+1: 1
* E_LUMO: -4.05 eV
* strongest force on any atom: 0.1976 hartree/bohr
* Kohn-Sham gap: 7.2 eV
* total charge: +1

Geometry (Å):
C 6.2120 0.7465 -1.1940
C 5.1462 0.4046 -0.3083
C 3.9061 -0.3912 0.4873
N 2.5709 0.3094 0.3357
C 1.4859 -0.0763 -0.4106
N 0.0951 0.4538 -0.6138
C -0.6706 1.1461 0.4646
C -0.6231 0.4756 1.9573
C -2.2172 1.5792 0.1543
C -3.3797 0.5244 0.5866
C -4.0251 0.9405 2.0733
C -0.6807 -0.7607 -1.1693
S -1.9537 -0.4328 -2.5602
C -0.9038 -2.0733 -0.2094
C -1.9678 -3.0829 -0.5405
C 0.4894 -1.3928 -2.1895
N 1.7161 -1.3331 -1.2823
P 2.8948 -1.1225 -2.6589
O 4.2852 -1.8897 -2.3701
O 3.1452 0.5767 -3.0454
O 2.3189 -1.9205 -4.1408
P 2.5132 1.8597 1.2856
O 3.5404 3.0696 0.4837
Cl 3.3054 1.6346 3.2397
H 7.2269 0.7132 -1.8222
H 3.8829 -1.5430 0.1712
H 4.2941 -0.4382 1.6168
H -0.1570 2.2221 0.5823
H -1.2822 -0.5141 2.0697
H -1.1267 1.2562 2.7056
H 0.4490 0.1571 2.3290
H -2.3518 1.9330 -0.9786
H -2.4393 2.5734 0.7800
H -4.2954 0.5671 -0.1623
H -3.0578 -0.5904 0.7009
H -3.4310 0.3236 2.9048
H -3.8773 2.0697 2.3357
H -5.1874 0.7315 2.1219
H -1.4690 0.7261 -3.1938
H -0.2514 -2.3238 0.7474
H -2.5708 -3.5559 0.3443
H -2.1951 -3.4490 -1.6354
H 0.2783 -2.4968 -2.5268
H 0.4223 -0.5577 -3.0415
H 4.1182 0.8152 -3.0286
H 2.4437 -1.2413 -4.8702
H 4.4855 2.9458 0.8324
C 6.1862 1.7179 6.7319
C 6.5151 1.4106 5.3070
O 7.9158 1.2115 5.3320
C 8.2435 0.8571 6.6090
O 9.3405 0.4471 6.9500
O 7.1837 1.0202 7.4538
H 5.1887 1.3695 7.0135
H 6.2675 2.7861 6.9590
H 6.0334 0.4921 4.9554
H 6.2519 2.2305 4.6330
C -2.0605 5.8586 2.8939
C -3.2726 6.7321 2.9200
O -4.1248 6.1348 1.9613
C -3.7470 4.8273 1.8543
O -4.3736 3.9771 1.2442
O -2.5777 4.5956 2.5194
H -1.5670 5.8021 3.8681
H -1.3305 6.1784 2.1430
H -3.7739 6.7227 3.8936
H -3.0461 7.7664 2.6468
C -4.5117 -7.3216 -1.0285
C -3.8324 -6.5360 0.0460
O -4.1051 -5.1941 -0.3101
C -5.2340 -5.2086 -1.0776
O -5.8491 -4.2115 -1.4169
O -5.5851 -6.4840 -1.4146
H -4.8820 -8.2855 -0.6688
H -3.8649 -7.4899 -1.8959
H -4.2546 -6.7317 1.0374
H -2.7547 -6.7180 0.0765
C -1.5919 -0.8832 -7.8238
C -2.4892 -0.8618 -6.6290
O -1.5861 -0.9385 -5.5424
C -0.3852 -0.4686 -5.9905
O 0.5736 -0.2346 -5.2738
O -0.3977 -0.2940 -7.3443
H -1.9988 -0.3087 -8.6605
H -1.3723 -1.9006 -8.1638
H -3.0588 0.0702 -6.5505
H -3.1846 -1.7056 -6.6158

Forces on atoms 1 to 3 (eV/Å):
C -7.1 -3.6 6.3
C 6.8 1.1 -6.4
C 2.8 -1.3 -0.6

Results of the Löwdin charge analysis, in e, for atoms 1 through 2:
1 C 0.09
2 C -0.07



Molecular formula: C25H39F17N2O29S4V
Method: DFT, ωB97M-V/def2-TZVPD

* energy: -204127.800 eV
* 2S+1: 4
* E_LUMO (spin up / spin down): -4.57 / -3.39 eV
* strongest force on any atom: 0.1531 hartree/bohr
* Kohn-Sham gap (spin up / spin down): 5.9 / 7.1 eV

Geometry (Å):
V -2.8006 -0.9625 -2.2365
C 0.6686 2.3076 -2.0407
F 1.8735 2.8381 -2.3776
F 0.3710 2.7540 -0.8516
F -0.1464 2.6351 -3.0071
S 0.7731 0.3578 -2.0186
O 0.0668 -0.0676 -3.2155
O 2.1993 0.0170 -1.9626
N -0.3437 -0.0300 -0.7800
S 0.5372 -0.1159 0.4812
O 0.7703 -1.5281 0.7160
O 1.7147 0.7512 0.5715
C -0.7577 0.4177 1.8465
F -1.5811 -0.5965 2.0882
F 0.0018 0.6221 2.9624
F -1.3755 1.5519 1.5762
C -3.5497 -1.5691 -7.3207
F -3.6005 -1.3697 -8.6650
F -3.8681 -2.8488 -7.0546
F -2.2801 -1.4991 -6.9190
S -4.5625 -0.3484 -6.3017
O -3.7555 0.8559 -6.0959
O -5.7331 -0.0391 -7.1307
N -4.7373 -1.0621 -4.6823
S -6.1251 -1.8787 -4.8216
O -6.3977 -2.3718 -6.1889
O -6.2077 -2.9321 -3.8175
C -7.4718 -0.5570 -4.3728
F -8.5300 -1.2843 -4.1941
F -7.1498 -0.0289 -3.2127
F -7.5893 0.3453 -5.3107
C 6.3100 3.8790 2.1420
C 6.2078 4.7112 3.3896
O 5.9169 3.7342 4.3008
C 5.5296 2.6203 3.7639
O 5.1399 1.6147 4.3656
O 5.5292 2.7542 2.4417
F 5.2639 5.6051 3.2176
H 7.3145 3.5318 1.9002
H 5.8159 4.4504 1.3563
H 7.1641 5.1531 3.6693
C 1.9842 -7.6668 2.9401
C 1.1328 -7.0254 1.8586
O 0.5358 -8.0937 1.2118
C 0.9760 -9.2829 1.7123
O 0.4952 -10.3313 1.3714
O 1.9913 -9.0265 2.5969
F 1.8351 -6.2657 0.9677
H 1.5231 -7.6421 3.9275
H 2.9757 -7.2141 2.9316
H 0.4152 -6.3384 2.3070
C 6.4303 -2.7114 -0.9117
C 5.7820 -3.0408 0.4613
O 6.5237 -2.2215 1.3637
C 7.5862 -1.7628 0.6979
O 8.5044 -1.1063 1.2913
O 7.6805 -2.2215 -0.5155
F 6.0086 -4.3680 0.7559
H 5.8496 -1.9635 -1.4515
H 6.6365 -3.5879 -1.5260
H 4.7122 -2.8363 0.4162
C 2.9669 -3.0851 4.9365
C 2.6712 -2.4950 6.3190
O 2.9778 -3.5634 7.2202
C 3.5590 -4.6142 6.5599
O 3.8844 -5.6043 7.0509
O 3.5961 -4.3421 5.2175
F 1.3657 -2.1840 6.3680
H 3.6257 -2.4346 4.3612
H 2.0193 -3.2888 4.4379
H 3.2384 -1.5824 6.5024
C 3.4452 9.4261 -6.9732
C 3.7582 8.0778 -7.6475
O 2.9765 7.2353 -6.7640
C 2.6697 7.8363 -5.5785
O 2.0915 7.2975 -4.6631
O 3.1394 9.1217 -5.6457
F 5.0579 7.8361 -7.5504
H 2.6741 10.0761 -7.3868
H 4.3095 10.0898 -6.9489
H 3.4842 8.2512 -8.6882
C -2.1193 7.3401 -1.7253
O -3.4745 7.8279 -1.8687
H -1.9668 6.3187 -2.0740
H -1.4716 7.9501 -2.3549
H -1.7476 7.4820 -0.7105
H -3.5561 8.6478 -1.3761
C -1.9983 1.1495 8.2786
O -1.7405 2.5675 8.2004
H -1.8847 0.8006 7.2522
H -1.1953 0.7018 8.8641
H -2.9750 1.0486 8.7518
H -1.6498 2.8826 9.1026
C -0.7666 -4.6786 -2.7208
O -1.9437 -3.9670 -2.7481
H -0.8632 -5.5571 -3.3588
H 0.1230 -4.0739 -2.8970
H -0.7077 -5.1078 -1.7206
H -2.6764 -4.5813 -2.8341
C -5.8868 -0.6913 5.4324
O -7.0302 0.0205 5.0794
H -5.6946 -1.5871 4.8420
H -4.9823 -0.1139 5.2409
H -5.9183 -0.9730 6.4849
H -7.8253 -0.4819 5.2716
C -4.7247 3.0792 -2.1655
O -4.1806 1.8666 -1.5305
H -4.9974 3.8117 -1.4057
H -4.0347 3.4897 -2.9027
H -5.5981 2.8802 -2.7865
H -4.6708 1.7667 -0.7112
C -3.9960 -3.4431 1.0309
O -4.4341 -2.4096 0.1271
H -2.9740 -3.7847 0.8674
H -4.2090 -3.3122 2.0919
H -4.5950 -4.3139 0.7643
H -5.3284 -2.3204 0.4645

Forces on atoms 1 to 3 (eV/Å):
V 0.5 0.2 -0.5
C 2.7 -0.9 -0.6
F -0.7 -0.8 0.3

Results of the Löwdin charge analysis, in e, for atoms 1 through 2:
1 V 1.43
2 C -0.65



Molecular formula: C25H39F3HgN6O12RbS
Method: DFT, ωB97M-V/def2-TZVPD

* energy: -83864.400 eV
* 2S+1: 1
* relative energy (zero: lowest compared OMol25 entry of this formula, charge and spin): 799.93 kJ/mol
* E_LUMO: -9.01 eV
* strongest force on any atom: 0.0666 hartree/bohr
* Kohn-Sham gap: 1.7 eV
* total charge: +1

Geometry (Å):
Hg -5.8857 -19.3532 13.0014
Rb -12.0632 -16.6787 14.4789
O -5.0342 -21.1648 15.5957
H -5.3332 -20.7195 16.4122
C -5.1890 -13.2976 14.7697
F -5.0269 -13.3593 13.4428
F -4.0682 -13.6651 15.3805
F -5.4586 -12.0514 15.2214
S -6.4803 -14.5905 15.4333
O -7.7312 -14.3159 14.7876
O -5.9073 -15.8590 14.9310
O -6.3978 -14.3401 16.8977
C 0.2788 -17.5958 20.5080
O 1.4770 -17.9054 20.3338
N -0.5671 -17.3311 19.5126
C -0.2878 -17.3241 18.0587
C -1.9832 -17.0852 19.8542
H -0.1938 -17.4355 21.4893
H -0.9433 -17.8602 17.3724
H 0.7379 -17.6520 17.8901
H -0.4374 -16.2970 17.7259
H -2.6702 -17.8778 19.5576
H -2.1697 -17.0186 20.9260
H -2.2404 -16.1251 19.4069
C -7.7328 -9.3163 11.4661
O -6.8045 -8.5735 11.1787
N -8.9320 -8.8880 11.9055
C -10.1132 -9.7732 12.1009
C -9.2111 -7.4613 12.1539
H -7.6615 -10.4145 11.4356
H -9.6915 -10.7753 12.1785
H -10.8213 -9.7900 11.2724
H -10.6662 -9.3906 12.9587
H -10.2169 -7.1672 11.8540
H -9.0723 -7.2658 13.2173
H -8.5211 -6.7956 11.6354
C -10.9409 -19.4118 20.7242
O -11.2316 -19.6116 21.8797
N -9.6952 -19.0333 20.3711
C -9.4043 -18.7348 18.9886
C -8.6374 -18.9812 21.4306
H -11.6407 -19.4004 19.8743
H -8.8416 -17.8084 18.8735
H -10.2523 -18.6747 18.3063
H -8.6299 -19.3864 18.5840
H -7.7107 -19.4009 21.0393
H -8.4468 -17.9958 21.8558
H -8.7665 -19.6037 22.3160
C -10.8560 -13.5959 21.1476
O -11.9105 -13.8785 20.5942
N -10.6591 -13.1019 22.3763
C -9.3363 -12.8003 22.8078
C -11.7943 -12.7426 23.2294
H -9.9192 -13.7524 20.5908
H -9.3005 -11.8182 23.2792
H -8.6047 -12.9087 22.0070
H -9.0348 -13.4913 23.5950
H -12.7514 -12.5507 22.7443
H -11.8135 -13.3670 24.1227
H -11.6997 -11.7259 23.6108
C -3.0098 -8.6954 21.0287
C -1.9215 -8.4450 21.8773
C -1.2902 -9.4755 22.5917
C -1.7965 -10.7718 22.4280
C -2.8428 -11.0383 21.5007
C -3.4624 -9.9923 20.8369
N -1.2792 -11.8912 23.2694
O -1.6606 -13.0390 23.0418
O -0.4570 -11.7017 24.2022
H -3.4313 -7.8283 20.5420
H -1.4507 -7.5009 22.1086
H -0.4587 -9.2685 23.2491
H -3.3467 -11.9902 21.4206
H -4.2947 -10.1110 20.1589
C 0.7017 -8.0794 11.6701
C 2.0751 -8.3224 11.7224
C 2.5011 -9.4921 12.4177
C 1.6050 -10.4666 12.8299
C 0.2641 -10.2642 12.5588
C -0.1869 -9.0695 12.0946
N 2.0828 -11.6887 13.5266
O 1.4010 -12.6986 13.4588
O 3.1701 -11.6514 14.0708
H 0.3881 -7.1298 11.2624
H 2.7549 -7.5655 11.3600
H 3.5420 -9.7054 12.6111
H -0.4732 -11.0041 12.8330
H -1.2655 -9.0204 12.0698

Forces on atoms 1 to 3 (eV/Å):
Hg 0.4 -0.4 1.2
Rb 0.1 0.2 0.1
O -0.3 0.6 -0.9

Results of the Löwdin charge analysis, in e, for atoms 1 through 2:
1 Hg 0.77
2 Rb 0.92



The highest strongest force on any atom belongs to which entry?
C25H39ClN3O16P2S